# 1
Formula: C42H90Cl4N2O26
Source: the OMol25 dataset
Level of theory: ωB97M-V with the def2-TZVPD basis set

Last column: Mulliken charge in e.
Atoms and positions in Å:
C1 -7.50716 0.14828 -2.12137  -1.384
C2 -8.35636 0.96385 -1.08499  0.375
C3 -9.45419 0.14873 -0.38863  -0.612
O1 -10.41845 -0.24222 -1.30860  -0.319
C4 -11.53642 -0.97174 -0.72759  -0.735
N1 -7.58398 1.56325 -0.04553  -0.586
H1 -7.04048 -0.71035 -1.63861  0.340
H2 -6.69244 0.77109 -2.49078  0.406
H3 -8.04754 -0.08121 -3.03974  0.332
H4 -8.80768 1.87167 -1.48533  0.284
H5 -9.99409 0.65514 0.41146  0.397
H6 -8.92456 -0.72767 -0.01509  0.221
H7 -12.33587 -0.98269 -1.46844  0.245
H8 -11.94774 -0.51777 0.17398  0.307
H9 -11.26600 -1.98035 -0.41509  0.300
H10 -6.59940 1.33935 -0.06939  0.193
H11 -7.55985 2.57273 -0.06732  0.243
C5 3.80378 -3.95865 5.48450  -1.499
C6 2.69064 -4.87221 4.85285  0.757
C7 3.18631 -5.39671 3.54259  -0.843
O2 2.97782 -4.52283 2.39316  -0.235
C8 2.96361 -5.08935 1.13979  -0.599
N2 2.35268 -6.00020 5.68422  -0.799
H12 3.37887 -3.27255 6.21718  0.361
H13 4.25453 -3.42806 4.64582  0.325
H14 4.57450 -4.54188 5.98841  0.370
H15 1.84012 -4.20914 4.69455  0.302
H16 2.69881 -6.35757 3.37772  0.361
H17 4.25714 -5.55202 3.67404  0.305
H18 3.92882 -5.56575 0.96798  0.302
H19 2.73687 -4.28966 0.43467  0.208
H20 2.20388 -5.86939 1.09034  0.184
H21 1.95996 -5.52862 6.48639  0.275
H22 1.55022 -6.52449 5.36599  0.231
C9 0.67183 -2.22628 12.03391  -1.077
C10 0.27660 -2.27675 10.56976  -0.215
O3 0.56933 -0.99064 9.95331  -0.276
C11 0.44194 -0.89736 8.54879  0.746
O4 0.00837 -1.73253 7.78830  -0.578
O5 1.04422 0.24793 8.15576  -0.318
C12 1.20744 0.55944 6.76554  -0.684
H23 0.37094 -3.24361 12.28413  0.338
H24 0.02398 -1.48456 12.50107  0.295
H25 1.73447 -2.10338 12.24321  0.299
H26 -0.77773 -2.48898 10.39247  0.306
H27 0.77786 -3.09724 10.05632  0.286
H28 2.21304 0.87224 6.48443  0.229
H29 0.52935 1.40131 6.62578  0.296
H30 0.74294 -0.19052 6.12531  0.351
C13 -1.69054 -7.40290 2.65787  -0.977
C14 -1.23755 -8.81638 2.39850  -0.243
O6 -1.28939 -9.65162 3.60121  -0.290
C15 -1.52142 -10.91875 3.43945  0.747
O7 -1.51616 -11.50965 2.39166  -0.568
O8 -2.08958 -11.38576 4.53650  -0.332
C16 -2.19078 -12.82499 4.64891  -0.661
H31 -1.02183 -6.87808 1.97559  0.267
H32 -1.41157 -7.03431 3.64499  0.265
H33 -2.68145 -7.03663 2.38947  0.332
H34 -0.21917 -8.85023 2.01140  0.309
H35 -1.94071 -9.15738 1.63864  0.301
H36 -1.22366 -13.27240 4.87831  0.296
H37 -2.72075 -13.23720 3.79024  0.304
H38 -2.78838 -13.04240 5.53418  0.242
C17 -6.05221 -0.70742 -12.30068  -1.124
C18 -4.60570 -0.50982 -11.82243  -0.258
O9 -4.59537 -0.60331 -10.40648  -0.260
C19 -3.59674 -0.14727 -9.68373  0.678
O10 -2.49205 0.12653 -10.07672  -0.563
O11 -4.10254 -0.19497 -8.40764  -0.301
C20 -3.25756 -0.14874 -7.18777  -0.481
H39 -6.76094 0.02297 -11.91037  0.307
H40 -6.37616 -1.74743 -12.26158  0.305
H41 -5.94341 -0.43045 -13.34928  0.370
H42 -4.32916 0.53462 -11.96653  0.307
H43 -3.91390 -1.19700 -12.30958  0.307
H44 -2.64773 -1.04720 -7.28255  0.178
H45 -3.76856 -0.15813 -6.22502  0.260
H46 -2.64833 0.75474 -7.16239  0.277
C21 0.09363 4.89141 3.62776  -0.901
C22 0.22504 6.46623 3.69044  -0.281
O12 0.40783 6.76619 5.11141  -0.359
C23 1.55349 6.45204 5.79071  0.819
O13 2.57356 6.01950 5.31319  -0.580
O14 1.43937 6.91121 6.99255  -0.333
C24 2.71402 6.87480 7.79562  -0.696
H47 -0.81763 4.56508 4.12897  0.289
H48 0.90799 4.32215 4.07593  0.258
H49 0.04523 4.59408 2.58021  0.302
H50 -0.68839 6.97468 3.38186  0.285
H51 0.88425 6.93260 2.95829  0.307
H52 2.57030 6.58603 8.83680  0.305
H53 3.06235 7.90449 7.87630  0.291
H54 3.59347 6.29105 7.52377  0.302
C25 2.51501 10.82078 -8.20198  -1.038
C26 3.63885 9.82315 -7.96955  -0.290
O15 3.29872 8.72426 -8.74331  -0.239
C27 3.51156 7.47065 -8.28577  0.753
O16 4.30825 7.02986 -7.49342  -0.578
O17 2.83169 6.77628 -9.11995  -0.310
C28 2.66193 5.42254 -8.81256  -0.741
H55 1.54489 10.33782 -8.08485  0.293
H56 2.60889 11.08688 -9.25482  0.259
H57 2.49979 11.67978 -7.53117  0.356
H58 3.87084 9.65346 -6.91813  0.363
H59 4.58609 10.20643 -8.34894  0.267
H60 1.79219 5.18796 -8.19885  0.309
H61 3.58402 4.87078 -8.62977  0.313
H62 2.29618 4.88254 -9.68590  0.284
C29 0.75509 3.71426 -3.07902  -1.116
C30 -0.48010 3.15506 -2.29750  -0.238
O18 -0.01675 2.08791 -1.47239  -0.178
C31 -1.00325 1.21209 -0.95288  0.632
O19 -2.26860 1.40716 -0.90881  -0.596
O20 -0.33381 0.36602 -0.17095  -0.220
C32 -0.83637 -0.89597 0.27015  -0.655
H63 1.54126 3.93431 -2.35679  0.294
H64 0.53851 4.67480 -3.54652  0.388
H65 1.08639 2.96330 -3.79623  0.233
H66 -1.21742 2.86475 -3.04595  0.324
H67 -0.90563 3.96370 -1.70325  0.308
H68 -0.55731 -1.63991 -0.47603  0.248
H69 -1.91748 -0.81645 0.38400  0.355
H70 -0.42263 -1.06141 1.26491  0.213
C33 8.14408 4.09407 6.10748  -1.079
C34 7.43711 2.72662 5.76615  -0.295
O21 6.42459 2.99650 4.80921  -0.232
C35 5.97778 1.93773 4.04602  0.693
O22 6.10440 0.78405 4.32880  -0.567
O23 5.34870 2.47882 3.04161  -0.271
C36 4.45586 1.80344 2.18829  -0.586
H71 8.88004 4.04758 6.91017  0.380
H72 7.34932 4.73459 6.48981  0.238
H73 8.68735 4.53717 5.27285  0.284
H74 6.98094 2.19982 6.60430  0.310
H75 8.17792 2.01131 5.40887  0.334
H76 4.00149 2.51616 1.50004  0.226
H77 3.60625 1.38649 2.72905  0.249
H78 5.07329 1.02843 1.73416  0.312
C37 1.67535 -3.97666 -8.57551  -1.265
C38 1.05862 -2.72958 -7.84845  0.002
O24 1.48811 -2.97248 -6.50689  -0.263
C39 1.56086 -1.91779 -5.64642  0.733
O25 1.19433 -0.76892 -5.84939  -0.580
O26 2.25557 -2.34317 -4.55709  -0.311
C40 3.05147 -1.40558 -3.80474  -0.605
H79 1.28770 -4.10137 -9.58659  0.399
H80 1.40022 -4.93875 -8.14334  0.323
H81 2.76226 -4.00030 -8.65408  0.318
H82 -0.02282 -2.86163 -7.81440  0.128
H83 1.34221 -1.77654 -8.29497  0.339
H84 3.29012 -1.75992 -2.80194  0.238
H85 2.53000 -0.45194 -3.72275  0.248
H86 3.99461 -1.09683 -4.25557  0.294
C41 -5.70693 -2.99907 4.54066  -0.180
Cl1 -5.21148 -1.69000 3.47862  -0.122
Cl2 -7.43964 -3.18652 4.67652  -0.154
H87 -5.43572 -3.96409 4.11256  0.182
H88 -5.30897 -2.93139 5.55315  0.273
C42 5.88930 5.14641 -2.82766  -0.176
Cl3 5.28076 3.41032 -2.81347  -0.147
Cl4 5.50570 6.12633 -1.42487  -0.135
H89 6.96928 5.14881 -2.97507  0.304
H90 5.37783 5.58549 -3.68424  0.158

## Properties
lowest unoccupied orbital energy	0.09	eV
net charge	0
structure (SMILES)	COC[C@H](C)N.COC[C@H](C)N.CCOC(=O)OC.CCOC(=O)OC.CCOC(=O)OC.CCOC(=O)OC.CCOC(=O)OC.CCOC(=O)OC.CCOC(=O)OC.CCOC(=O)OC.ClCCl.ClCCl

# 2
Formula: C39H49BeBr2N3OS2Sb
Source: the OMol25 dataset
Level of theory: ωB97M-V with the def2-TZVPD basis set

Last column: Mulliken charge in e.
Atoms and positions in Å:
Be1 0.38276 -0.56890 -2.81974  0.479
S1 -1.07263 -1.28757 -1.52576  0.063
C1 -0.97919 -2.97671 -1.85120  0.602
N1 -2.02665 -3.74107 -1.53436  0.169
C2 -1.98085 -5.23819 -1.70903  -0.499
C3 -1.08347 -5.62999 -2.89838  -0.777
N2 0.17826 -4.82727 -2.75036  0.332
C4 1.38696 -5.45683 -3.37660  -1.499
C5 2.61983 -5.55344 -2.41516  0.826
C6 2.78620 -4.60576 -1.37299  0.222
C7 3.75619 -4.75975 -0.38052  -0.711
C8 4.73167 -5.77803 -0.48594  -0.480
C9 4.67026 -6.59549 -1.61583  -0.504
C10 3.57181 -6.51209 -2.52388  -0.406
C11 0.08339 -3.45085 -2.78411  -0.374
S2 1.05365 -2.46004 -3.72358  -0.146
C12 -3.24791 -3.23987 -0.78769  -2.285
C13 -4.38403 -2.64072 -1.59233  1.165
C14 -4.59928 -1.25702 -1.76837  -0.334
C15 -5.64339 -0.86232 -2.60972  -0.603
C16 -6.47800 -1.74631 -3.15184  -0.334
C17 -6.32913 -3.07966 -2.97248  -0.686
C18 -5.31785 -3.52340 -2.02168  -0.470
H1 -3.01415 -5.57723 -2.00606  0.304
H2 -1.70717 -5.65022 -0.77652  0.377
H3 -1.53009 -5.51234 -3.88937  0.309
H4 -0.74583 -6.67391 -2.83581  0.495
H5 1.69329 -4.96812 -4.31440  0.492
H6 1.16540 -6.51651 -3.66773  0.485
H7 2.17892 -3.67603 -1.40123  -0.013
H8 3.77582 -3.92598 0.32199  0.398
H9 5.46647 -5.97240 0.30208  0.384
H10 5.47630 -7.33429 -1.80411  0.338
H11 3.54083 -7.25640 -3.31232  0.370
H12 -2.85417 -2.45971 -0.12729  0.831
H13 -3.55096 -4.18223 -0.35349  0.631
H14 -3.94433 -0.46187 -1.37414  0.391
H15 -5.85344 0.14708 -2.93208  0.368
H16 -7.25472 -1.45212 -3.85851  0.349
H17 -6.93223 -3.81661 -3.46688  0.399
H18 -5.32015 -4.51274 -1.69987  0.493
Br1 -0.25703 2.60127 -6.26189  -0.106
C19 0.70442 2.66561 -4.68220  -0.492
C20 1.63961 3.67429 -4.45256  -0.138
C21 2.58643 3.61631 -3.41687  -0.255
Br2 3.80154 4.98708 -3.12494  -0.179
C22 2.54160 2.49520 -2.50891  0.637
C23 3.43448 2.23411 -1.42105  -0.652
C24 3.18298 1.19629 -0.47353  -0.859
C25 2.13027 0.35469 -0.74042  -0.127
N3 1.44677 0.43250 -1.93008  0.062
C26 1.57962 1.52595 -2.68309  0.331
C27 0.69136 1.50933 -3.77196  0.771
O1 -0.03530 0.43702 -4.02525  -0.853
H19 1.65535 4.53153 -5.16025  0.361
H20 4.46242 2.67613 -1.36216  0.419
H21 3.72818 1.17765 0.48698  0.393
H22 1.96492 -0.60271 -0.19616  0.522
C28 1.47856 5.74221 4.00436  -1.352
C29 1.63258 5.04981 2.65997  0.994
C30 1.31348 5.72694 1.40125  -1.313
C31 2.93400 4.27125 2.55804  -1.495
Sb1 0.10620 3.25963 3.14271  0.694
C32 0.79188 1.15657 4.29726  0.862
C33 -0.12779 0.96431 5.48844  -1.265
C34 0.48586 0.14261 3.15201  -0.951
C35 2.25836 1.47133 4.55192  -1.416
C36 -2.26155 3.58946 2.95416  0.900
C37 -2.81987 3.86669 4.35888  -1.366
C38 -2.37046 4.72478 1.88210  -1.259
C39 -2.67992 2.33093 2.27176  -1.629
H23 2.33769 6.28794 4.45650  0.323
H24 1.15031 5.06330 4.79108  0.381
H25 0.56946 6.39052 3.93397  0.344
H26 2.12850 6.41717 1.09987  0.464
H27 0.36272 6.33720 1.47129  0.263
H28 1.24656 4.97247 0.57997  0.218
H29 3.66766 4.97995 2.19438  0.642
H30 3.00503 3.49848 1.75868  0.038
H31 3.27950 3.94421 3.55632  0.317
H32 -1.17513 1.32658 5.32242  0.122
H33 0.25180 1.52845 6.39207  0.315
H34 -0.19283 -0.13978 5.71219  0.392
H35 -0.64373 0.12086 2.93108  0.164
H36 0.79703 -0.85731 3.38228  0.575
H37 1.08163 0.40765 2.22786  0.017
H38 2.44164 2.41855 5.15978  0.309
H39 2.86433 1.62227 3.65682  0.211
H40 2.74998 0.65966 5.15163  0.411
H41 -2.44655 4.77109 4.77883  0.344
H42 -2.60925 3.06244 5.06307  0.272
H43 -3.92905 3.90136 4.26596  0.396
H44 -1.91047 5.69986 2.26442  0.244
H45 -3.42894 4.83506 1.53980  0.447
H46 -1.74379 4.48016 0.97426  0.301
H47 -2.10940 2.03982 1.34356  0.256
H48 -3.73963 2.54749 1.98857  0.486
H49 -2.67238 1.46868 2.87211  0.359

## Properties
relative energy (zero: lowest compared OMol25 entry of this formula, charge and spin)	139.9	kJ/mol
lowest unoccupied orbital energy (spin up / spin down)	-4.75 / -4.75	eV
net charge	+1

# 3
Formula: C4H10N2O2
Source: the OMol25 dataset
Level of theory: ωB97M-V with the def2-TZVPD basis set

Last column: Mulliken charge in e.
Atoms and positions in Å:
C1 -1.63287 -0.82787 -1.01982  -0.828
C2 1.33028 -1.32171 0.05242  -1.699
N1 -1.00483 -0.51429 0.25246  0.074
C3 0.80430 1.10029 0.09529  0.435
C4 0.37438 -0.16107 0.14870  0.530
N2 -1.84329 0.34823 1.00154  -0.766
O1 2.16325 1.50017 0.22187  -0.622
O2 0.12872 2.25559 0.24731  -0.530
H1 0.97270 2.84877 0.35418  0.423
H2 2.73358 0.78773 -0.08837  0.312
H3 -1.77957 1.31821 0.68422  0.289
H4 -1.54027 0.31285 1.96969  0.250
H5 -1.03531 -1.57383 -1.53886  0.318
H6 -2.62442 -1.22652 -0.81909  0.300
H7 -1.73331 0.05673 -1.66278  0.294
H8 0.79471 -2.23478 0.30964  0.396
H9 1.72699 -1.44172 -0.95801  0.316
H10 2.16494 -1.22677 0.74962  0.508

## Properties
relative energy (zero: lowest compared OMol25 entry of this formula, charge and spin)	356.2	kJ/mol
lowest unoccupied orbital energy	0.62	eV
net charge	0
structure (SMILES)	CC(=C(O)O)N(C)N